# 1
This record from the Open Molecules 2025 dataset describes a molecular structure, C26H28F6NO2Sm in a non-equilibrium geometry. The level of theory is the ωB97M-V functional and the def2-TZVPD basis.

## Properties
**Charge**: 0
**Expectation value of S²**: 8.764
**Spin multiplicity**: 6
**HOMO level (spin up / spin down)**: -7.64 / -7.65 eV
**HOMO-LUMO gap (spin up / spin down)**: 7.00 / 7.01 eV

Element x y z (Å)
C 2.324807 -0.088436 1.972050
C -1.101035 -2.726958 -2.625668
H 1.661200 2.239228 -0.392043
C 1.195418 0.207069 -4.210897
C 2.336817 2.212374 -3.468411
C 1.858617 1.335862 0.199891
H -3.183549 -1.941374 1.285302
F 0.082414 -0.855417 4.956426
C 2.346603 -0.859578 0.763117
N -1.319347 1.160861 -3.057682
H -3.577540 -1.482050 -2.625586
C -2.127154 -2.247701 1.189417
C -1.830714 -2.043180 -1.456462
O -0.732204 0.764913 2.902546
H -0.006786 2.676742 -2.310276
C -1.198166 -2.304656 2.273906
H 1.956380 2.123126 2.291360
H -1.573410 -0.451961 -0.209684
H -3.903339 -2.777796 -1.423455
H -2.137012 1.526980 -3.574029
H 2.484645 -1.339633 -5.025914
C 0.060309 -2.690892 1.754597
H 2.491946 -0.461081 2.983757
C 3.610154 0.364189 -4.383142
C -1.173317 -0.613082 -1.282747
F -0.711680 3.347444 5.378836
C 3.565404 1.645839 -3.811314
H -3.664089 -1.077287 -0.913844
F -1.564275 3.345623 3.372751
O -1.669804 1.684470 -0.645527
C -2.217837 0.917721 4.801242
H -0.419074 2.938545 -4.017599
H -1.240688 -3.820916 -2.710408
C -3.337359 -1.850374 -1.618310
H -0.096203 -0.651417 -1.600747
C -0.147998 2.148521 -3.276805
F 0.605762 3.081725 3.706223
F 1.494838 0.798000 4.678291
H -2.386641 -0.154227 4.787519
H 0.273064 -0.361887 -4.366303
H -2.299076 1.279217 5.826589
C 2.058399 0.015028 -0.325144
H 2.070509 -0.227974 -1.385785
C -1.518275 0.855505 -1.695436
H 2.531101 -1.926252 0.672628
C 1.148426 1.488107 -3.657406
H 2.251881 3.209540 -3.022642
C -0.881355 1.196612 4.193654
H 4.587682 -0.035250 -4.672727
C -1.431451 -2.597696 -0.032818
H -1.417769 -2.059390 3.323209
F 0.173439 0.822406 6.378657
C 2.029132 1.265902 1.616131
H 0.713574 -3.117266 -0.353988
C -0.622041 2.749844 4.173519
C -0.076005 -2.864564 0.353838
H 0.972546 -2.754294 2.353291
H -2.977936 1.388004 4.186052
Sm -0.036229 0.058164 1.053788
C 2.424460 -0.347363 -4.567193
C 0.224218 0.500368 5.067042
H 4.466736 2.241442 -3.641248
H -1.413594 -2.277028 -3.585058
H -0.007520 -2.582420 -2.549322

Forces on atoms 1 to 2 (eV/Å):
C 0.47 0.30 -0.91
C 0.05 -0.40 -0.36

# 2
This record from the Open Molecules 2025 dataset describes a single C26H28N2O3S molecule. The level of theory is the ωB97M-V functional and the def2-TZVPD basis.

## Properties
**Charge**: 0
**ΔE to the lowest compared entry with this formula, charge and spin**: 0.118 eV
**Spin multiplicity**: 1
**SMILES**: COc1ccc(OC)c(CCNC(=O)c2ccc3c(c2)N(Cc2ccccc2)CCS3)c1
**HOMO level**: -7.56 eV
**HOMO-LUMO gap**: 8.16 eV

Element x y z (Å)
O 1.131688 -2.194343 0.220432
C -1.105163 0.863577 0.144396
C -0.279178 0.533355 -0.919221
C -5.118737 2.776199 2.482540
H -5.175252 2.470324 3.518442
O -1.907187 -0.922108 -1.856967
C 0.452421 2.493468 0.903864
C -6.063448 3.946452 0.615839
C -4.036393 2.381066 1.707785
H -6.967308 3.846747 2.554114
C -3.977175 2.783447 0.378620
H -2.930763 0.548016 1.879049
H -3.103256 1.437855 3.387492
C 1.384939 -1.449456 1.383105
C 0.051126 -2.524155 -3.049604
C -0.737704 -0.592280 -1.782500
C -4.984702 3.561690 -0.162235
H 0.229592 2.625301 3.953236
H -0.194514 -3.572996 -1.188636
H -2.029255 0.311363 0.203891
N 0.248871 -1.216247 -2.475820
H 6.787315 -4.628678 -1.586388
H 5.566922 -2.852909 -0.603677
O 5.173850 -4.360521 -2.864179
H -4.927934 3.865225 -1.197059
C 0.458488 -3.631234 -2.059317
C -0.039640 3.518413 3.388517
C 4.548637 -3.033472 -0.908716
H 0.405702 -1.172783 1.770905
H 0.646930 -2.600618 -3.963715
H 7.077803 -4.734050 -3.340098
H 2.698722 -4.566316 -3.260326
C 6.536865 -4.198254 -2.561676
H 1.201717 -1.001635 -2.226468
H 3.786686 -1.916991 0.728299
C 1.887056 -3.452955 -1.628701
C 2.195511 -2.693966 -0.485091
C -1.448084 3.404699 2.831346
C 0.913188 1.227033 -1.104125
C -6.129346 3.550516 1.940168
H 2.188829 2.737764 -0.288122
C 1.262110 2.192439 -0.184370
C 3.523197 -2.496522 -0.142140
S 1.118213 3.708060 2.006529
H 1.920091 -2.041324 2.133225
N -1.618226 2.144569 2.145515
H -6.850220 4.552296 0.191375
C -0.788300 1.851407 1.081439
H 1.553942 1.042080 -1.952456
H -2.168211 3.443243 3.652570
C 4.253899 -3.783890 -2.035541
H -1.646720 4.258326 2.166596
H 0.075528 4.400814 4.015332
H -1.009332 -2.613491 -3.292646
C -2.927757 1.549415 2.310523
H 0.329559 -4.599951 -2.542525
H 1.949164 -0.536473 1.164251
C 2.916153 -3.980498 -2.380826
H 6.831013 -3.143435 -2.578823
H -3.141924 2.486392 -0.237424

Forces on atoms 1 to 2 (eV/Å):
O 0.06 -0.34 -0.39
C -0.05 -0.11 -0.13

# 3
This record from the Open Molecules 2025 dataset describes a molecular structure, C26H28N4Pd. The level of theory is the ωB97M-V functional and the def2-TZVPD basis.

## Properties
**Charge**: 0
**ΔE to the lowest compared entry with this formula, charge and spin**: 0.078 eV
**Spin multiplicity**: 1
**HOMO level**: -5.27 eV
**HOMO-LUMO gap**: 5.52 eV

Element x y z (Å)
C -1.616056 -4.681360 0.577984
C 2.763894 -0.242101 0.969670
C 3.309983 2.935024 0.371892
C -1.924285 1.914617 0.631922
H 4.811404 0.322995 1.371762
C -1.359377 1.679614 1.886868
H -0.773740 5.203810 -1.191506
C -0.633085 -4.790835 -3.076187
H 2.799681 1.462001 2.328995
H -1.404580 -4.790655 -3.846236
H -0.191719 -5.784435 -3.014281
H -5.606796 0.356245 -1.703404
H 1.323412 2.755112 0.840736
N -1.844007 3.085882 0.007738
C -1.079311 -5.137722 -0.615478
C 3.813585 -2.551026 -0.084516
H -0.066920 4.778069 2.296927
C 1.621604 1.676588 -0.861114
H -4.254838 2.186135 -0.659586
C -0.695180 2.720676 2.504780
C -1.110458 5.378767 -0.169512
C -1.210217 -4.359516 -1.759314
C -4.654187 0.144891 -1.235563
C 4.149206 -0.429188 0.948557
H -1.529120 -5.270954 1.481527
H 2.435182 1.110184 -1.307148
C -3.915970 1.160334 -0.653960
C -2.708497 0.848117 -0.046816
H -2.640287 -3.029248 1.512641
N 2.063968 2.146115 0.484341
C 4.685240 -1.588858 0.417870
H -0.446904 6.097472 0.309850
H -2.107603 5.816876 -0.232211
H 1.182377 0.816253 1.854239
Pd -0.181676 -0.863008 0.392673
H -1.446680 0.701917 2.339704
C 1.836422 -1.196044 0.490604
H 0.763362 1.005880 -0.727069
C -4.152069 -1.145474 -1.205853
C -2.240939 -3.449952 0.600376
N -2.209043 -0.396091 -0.032575
H 3.555242 3.365363 1.340372
C -2.923776 -1.373648 -0.608619
H 1.801593 -3.139227 -0.435807
H -0.267664 2.588588 3.491212
C -2.303134 -2.731622 -0.587702
C 2.440702 -2.355580 -0.042485
H 4.103746 2.262292 0.054428
H -4.685450 -1.972242 -1.654019
H 5.756147 -1.748383 0.406155
H 1.379665 2.556763 -1.456104
C -1.168290 4.083968 0.589563
H 3.173470 3.722511 -0.366443
H 4.214778 -3.468755 -0.501391
C -0.577796 3.939580 1.839554
N -1.833656 -3.178812 -1.746499
H -0.560885 -6.086163 -0.664900
C 2.201774 1.021482 1.527916
H 0.137762 -4.083221 -3.384555

Forces on atoms 1 to 2 (eV/Å):
C 0.00 -0.01 0.01
C 0.00 -0.02 -0.01

# 4
This record from the Open Molecules 2025 dataset describes a molecular structure, C26H28NO8PPr in a non-equilibrium geometry. The level of theory is the ωB97M-V functional and the def2-TZVPD basis.

## Properties
**Charge**: +1
**Expectation value of S²**: 2.002
**ΔE to the lowest compared entry with this formula, charge and spin**: 0.458 eV
**Spin multiplicity**: 3
**HOMO level (spin up / spin down)**: -11.61 / -11.62 eV
**HOMO-LUMO gap (spin up / spin down)**: 9.11 / 9.12 eV

Element x y z (Å)
C 0.837731 4.850414 0.941540
C -3.597069 1.076714 0.707440
H 4.867831 -3.639486 0.149140
C -0.921669 1.038214 2.596540
H -5.893669 2.721514 -1.152760
H -3.745269 -3.253586 1.535040
H -1.685169 0.328614 2.920040
O 3.626231 0.349614 2.817240
C 0.041031 3.746714 1.194240
C 4.466431 -2.833486 0.770040
N -0.951569 -2.512286 -0.184460
H -1.086969 2.023814 3.032140
O 0.662331 -0.708886 2.632540
H 5.675931 0.212414 0.760440
H 2.668531 0.801214 3.069940
Pr 1.073831 -1.159486 0.569540
H -1.634469 3.056314 -1.202760
H 0.380231 -2.045286 -4.200360
C -0.218569 -3.092786 -2.433960
H -3.833769 3.741714 -2.057460
H -5.731069 1.011414 0.621440
H 5.602531 -0.867186 2.183940
H -3.537869 0.329314 1.485740
C 2.957031 -2.705586 0.548240
H -4.337569 -4.328886 -0.635660
C 1.815531 4.795614 -0.039160
O 2.152331 -2.871286 1.490540
H 2.759131 3.591814 -1.530860
C 3.734031 -0.010386 1.597340
C 5.106631 -0.590386 1.243340
H -0.036069 0.203414 -3.555060
C -2.434769 1.657514 0.205640
O 2.550631 -2.338286 -0.588360
C 1.240431 2.506814 -0.484160
C -3.773369 2.995414 -1.280960
C -1.845869 -2.581886 0.814240
C -3.395969 -3.817586 -0.509860
C -3.067069 -3.220686 0.699340
C 2.010531 3.625414 -0.754360
H -1.350769 -1.944786 -3.890660
H 4.674131 -3.046886 1.825840
O 2.843931 0.132714 0.745140
C 0.242231 2.561614 0.487840
H -1.078069 -0.255886 -2.182460
C -2.475369 -3.767886 -1.540360
H -0.289069 -4.015986 -3.013860
C -0.194169 -0.543286 -2.766160
O 1.351531 1.325914 3.205940
H -2.690669 -4.239986 -2.488260
C -0.368969 -1.917186 -3.416160
C 0.471531 0.510214 2.884340
C -1.258469 -3.113586 -1.346260
P -0.787069 1.067214 0.739940
C -2.533969 2.610214 -0.803360
O 5.096131 -1.645686 0.319840
C -4.835169 1.463814 0.224040
H 1.689831 -0.830386 -2.313460
C -4.928069 2.426514 -0.768960
H 1.405031 1.588014 -1.041060
O 0.901931 -0.495986 -1.847060
H 0.692731 5.753614 1.515840
H -1.544769 -2.120886 1.754940
H -0.728169 3.811814 1.950340
H 2.420831 5.663614 -0.248960
H 0.771831 -3.063386 -1.962460

Forces on atoms 1 to 2 (eV/Å):
C -0.15 -0.04 0.13
C 0.12 0.03 0.01

Let's list DFT total energy in order: -67209.7163 -47374.7849 -36854.9678 -68643.1885 eV.